Here is a cluster of 9 separate species, C82H73BrF2N2O17SSi in total from the Open Molecules 2025 dataset. Energies are from ωB97M-V with the def2-TZVPD basis set.

Values from the calculation:
Structure (SMILES) ... CCCCCCCc1cccc2c1Sc1c(N=C=O)cc(C(F)(F)CC[Si](C)(C)c3ccccc3)c([C@H](Br)CC)c1N2.O=C1C=CC(=O)C=C1.O=C1C=CC(=O)C=C1.O=C1C=CC(=O)C=C1.O=C1C=CC(=O)C=C1.O=C1C=CC(=O)C=C1.O=C1C=CC(=O)C=C1.O=C1C=CC(=O)C=C1.O=C1C=CC(=O)C=C1
LUMO energy ... -0.066 Ha
Largest force on an atom ... 0.0217 hartree/bohr

The geometry in XYZ format:
```
179
Properties=species:S:1:pos:R:3:forces:R:3:mulliken_charge:R:1
C 4.73212 -2.11538 -0.20513 -0.04 -0.22 0.18 -1.07
C 3.24174 -2.46461 -0.27154 0.28 0.17 -0.49 -0.27
C 2.65705 -2.32299 -1.69499 0.29 0.36 0.91 -0.74
C 1.36639 -1.52621 -1.69155 -0.56 -0.46 -0.29 0.19
C 0.98254 -0.92617 -3.04068 0.28 -0.17 0.17 -0.78
C 2.05492 -0.04239 -3.65579 -0.24 0.24 -0.38 -1.20
C 2.07389 1.38898 -3.11890 0.19 -0.40 -0.31 -0.74
C 2.25230 1.43305 -1.63638 -0.10 0.43 -0.30 1.37
C 3.49692 1.20907 -1.07718 -0.21 -0.01 -0.33 -0.98
C 3.65887 1.18555 0.28784 0.64 -0.06 -0.17 -1.35
C 2.59495 1.40236 1.12632 0.16 -0.15 0.69 -0.15
C 1.35367 1.64193 0.60028 -0.21 0.05 -0.13 -0.64
C 1.19395 1.65344 -0.77330 -0.67 0.26 -0.08 0.16
S -0.46675 1.92640 -1.35495 0.04 0.10 -0.25 -0.29
C -1.31412 0.94957 -0.15329 0.68 0.60 -0.58 0.32
C -2.36928 0.14887 -0.50068 -0.03 0.23 -0.44 -0.10
N -2.79891 0.11942 -1.85919 0.14 -0.43 0.21 -0.54
C -3.17990 -0.93248 -2.34317 -0.11 0.90 0.54 0.62
O -3.60987 -1.88642 -2.81742 -0.21 -0.84 -0.70 -0.44
C -2.98100 -0.58465 0.48846 -0.37 -0.08 -0.44 -0.37
C -2.55228 -0.55629 1.79301 0.00 -0.31 0.49 0.22
C -3.35620 -1.40552 2.77128 -0.37 -0.09 -0.52 2.22
F -2.55626 -1.91060 3.73846 0.30 -0.10 0.20 -0.38
F -4.24565 -0.56381 3.39506 -0.33 0.23 0.47 -0.38
C -4.18189 -2.54892 2.17109 0.58 -0.10 0.73 -1.78
C -4.57174 -3.63977 3.16834 -0.38 -0.31 -0.59 -0.68
Si -5.46253 -5.04635 2.25902 -0.04 -0.08 0.21 0.31
C -7.14058 -4.43220 1.68287 0.66 -0.19 0.18 -1.33
C -5.60331 -6.52026 3.42029 -0.25 0.25 -0.07 -1.28
C -4.44777 -5.58930 0.78331 -0.49 0.32 0.32 0.35
C -4.91121 -5.54915 -0.52102 -0.30 0.19 0.05 -0.33
C -4.10878 -5.93612 -1.57016 0.06 -0.02 -0.68 -0.58
C -2.82662 -6.38415 -1.34628 0.00 -0.04 0.17 -0.70
C -2.36696 -6.45945 -0.04711 0.67 -0.22 -0.55 -0.61
C -3.16492 -6.05562 0.98736 0.38 -0.17 0.66 -0.19
C -1.47376 0.26225 2.15351 0.18 -0.25 0.40 0.27
C -0.90359 0.45604 3.53147 -0.50 0.08 0.05 -0.66
Br 0.42727 -0.92343 3.94486 0.10 -0.05 -0.03 -0.14
C -1.87579 0.66628 4.68028 0.27 0.39 0.65 -0.37
C -1.34573 1.69276 5.68601 0.15 -0.47 -0.10 -1.34
C -0.86726 1.01231 1.15044 -0.10 0.06 0.19 -1.32
N 0.22635 1.88154 1.44480 0.21 0.02 0.15 0.33
H 5.20870 -2.20827 -1.17535 0.11 -0.05 -0.21 0.34
H 5.27609 -2.76100 0.47579 0.08 -0.14 0.19 0.35
H 4.87732 -1.10067 0.14412 0.06 0.17 -0.06 0.08
H 3.08288 -3.47671 0.05236 -0.06 -0.49 0.37 0.56
H 2.70736 -1.81143 0.40998 -0.20 0.04 0.19 0.06
H 3.42377 -1.83145 -2.28327 -0.01 0.02 -0.30 0.18
H 2.49538 -3.31614 -2.09884 -0.02 -0.13 -0.35 0.49
H 1.38268 -0.76445 -0.92231 0.17 0.07 0.12 -0.68
H 0.56604 -2.21022 -1.41007 -0.22 -0.05 0.21 0.72
H 0.07411 -0.34339 -2.93375 -0.27 0.15 0.05 -0.05
H 0.73059 -1.73574 -3.72044 0.09 -0.21 -0.21 0.60
H 1.86027 0.01178 -4.72340 0.06 0.09 -0.30 0.57
H 3.04697 -0.47205 -3.56059 0.12 -0.15 0.05 0.42
H 1.17277 1.89556 -3.42527 -0.32 0.14 0.04 0.14
H 2.88480 1.92175 -3.60569 0.24 0.23 0.03 0.17
H 4.31515 1.01704 -1.75133 0.33 -0.03 -0.03 0.74
H 4.63683 0.97828 0.68401 0.21 0.04 0.25 0.73
H 2.72489 1.36720 2.19219 -0.06 0.03 0.31 0.67
H -3.82852 -1.17485 0.19619 -0.23 -0.26 0.04 0.54
H -5.09828 -2.12301 1.78105 -0.03 0.16 -0.45 0.45
H -3.57541 -2.99383 1.39355 -0.05 -0.13 -0.42 0.60
H -5.26663 -3.26275 3.91397 -0.02 0.14 0.28 0.50
H -3.72775 -4.09004 3.67895 0.32 0.15 0.12 0.38
H -7.00041 -3.64843 0.94832 -0.10 0.22 -0.23 0.36
H -7.68007 -4.02260 2.52866 -0.27 0.04 0.13 0.36
H -7.69819 -5.24462 1.23331 -0.27 -0.10 -0.09 0.37
H -4.98368 -7.34329 3.08944 0.22 -0.18 -0.10 0.36
H -6.62766 -6.88041 3.44697 -0.20 -0.10 0.01 0.35
H -5.32385 -6.27494 4.43856 0.08 0.09 0.24 0.37
H -5.91144 -5.20556 -0.72471 -0.24 0.10 -0.08 0.35
H -4.46557 -5.88096 -2.58333 -0.23 0.04 -0.23 0.41
H -2.18362 -6.67996 -2.15405 0.09 -0.08 -0.30 0.44
H -1.37406 -6.83377 0.12840 0.23 -0.04 0.21 0.60
H -2.74867 -6.13576 1.97985 -0.03 0.07 0.34 0.38
H -0.30649 1.34611 3.46418 0.35 0.16 -0.05 0.45
H -2.83960 1.00272 4.31927 -0.13 -0.01 -0.32 0.46
H -2.02706 -0.25278 5.22478 -0.30 -0.33 -0.09 0.35
H -0.70885 1.18177 6.40026 0.37 0.06 0.14 0.32
H -0.77616 2.46996 5.19333 0.07 0.19 -0.01 0.14
H -2.15055 2.11692 6.26140 -0.21 0.22 0.05 0.41
H -0.06202 2.84332 1.29120 -0.14 0.12 0.15 0.30
O 2.69138 -10.94963 4.90216 0.05 -0.02 -0.01 -0.59
C 2.20326 -10.20529 4.07831 0.00 -0.05 -0.04 0.33
C 1.12996 -10.66470 3.16281 -0.08 0.05 0.02 -0.35
C 0.60213 -9.85042 2.25511 -0.03 -0.01 0.05 -0.31
C 1.06687 -8.45032 2.11856 -0.01 0.07 -0.10 0.33
O 0.59212 -7.70429 1.28598 0.04 -0.05 0.07 -0.53
C 2.13652 -7.98559 3.03830 -0.01 -0.04 0.02 -0.34
C 2.66179 -8.79939 3.94830 0.00 0.03 0.01 -0.41
H 0.81234 -11.69315 3.27505 0.03 -0.01 0.02 0.42
H -0.17657 -10.16505 1.57223 0.00 0.03 -0.02 0.45
H 2.45516 -6.95846 2.92239 -0.02 0.05 -0.03 0.52
H 3.44271 -8.48525 4.62989 -0.01 -0.03 0.02 0.44
O -3.35426 8.28688 3.40168 -0.01 0.02 0.00 -0.55
C -2.61056 7.33412 3.47346 0.00 -0.01 0.01 0.29
C -1.16949 7.50326 3.79458 0.02 -0.03 0.00 -0.44
C -0.35201 6.45697 3.87121 -0.01 0.03 0.00 -0.42
C -0.84671 5.07726 3.64004 -0.05 -0.01 0.01 0.46
O -0.10507 4.12005 3.71031 0.07 0.08 -0.10 -0.52
C -2.28624 4.90578 3.31990 -0.02 0.01 -0.01 -0.05
C -3.10416 5.95152 3.24298 0.01 -0.02 -0.01 -0.56
H -0.83281 8.51868 3.95951 -0.03 0.01 0.00 0.42
H 0.70086 6.55496 4.10303 0.00 -0.03 0.00 0.43
H -2.62305 3.88880 3.15693 0.03 -0.02 0.02 0.49
H -4.15705 5.85200 3.01220 -0.01 0.03 0.00 0.45
O -2.09955 7.82578 -4.72140 0.01 0.03 0.01 -0.60
C -1.28314 7.02555 -4.31437 0.04 -0.04 -0.04 0.40
C 0.06089 7.46502 -3.86219 0.02 0.00 0.01 -0.44
C 0.95816 6.58997 -3.41886 0.01 0.05 0.00 -0.46
C 0.65139 5.13908 -3.35990 -0.02 0.04 0.01 0.14
O 1.47111 4.34414 -2.95467 -0.02 0.00 0.04 -0.28
C -0.69171 4.70047 -3.81103 -0.05 0.01 -0.03 0.05
C -1.59067 5.57546 -4.25153 0.02 0.00 0.01 -0.67
H 0.26270 8.52733 -3.91748 -0.04 0.01 -0.01 0.45
H 1.94620 6.88283 -3.08539 0.01 -0.04 0.01 0.49
H -0.88915 3.63707 -3.75866 0.00 0.00 0.01 0.46
H -2.57696 5.27952 -4.58561 0.00 0.02 -0.02 0.51
O -5.57169 -2.33326 10.50719 -0.01 -0.02 0.01 -0.54
C -5.08259 -1.38275 9.93762 0.01 0.00 -0.01 0.21
C -5.14363 -0.01876 10.52428 0.01 0.02 -0.02 -0.44
C -4.60894 1.02595 9.89878 0.00 -0.02 0.02 -0.45
C -3.92737 0.87224 8.58862 0.01 -0.02 -0.02 0.39
O -3.43777 1.82313 8.01757 -0.20 0.01 0.20 -0.49
C -3.86624 -0.49038 8.00122 -0.01 -0.02 0.00 -0.05
C -4.40083 -1.53498 8.62703 0.01 0.02 -0.01 -0.39
H -5.64472 0.06840 11.47980 -0.01 -0.03 0.00 0.40
H -4.64157 2.02837 10.30615 0.02 0.01 -0.02 0.43
H -3.36685 -0.57878 7.04462 0.00 0.03 -0.01 0.42
H -4.36783 -2.53690 8.21853 -0.01 -0.01 0.02 0.48
O 6.04913 5.49662 -7.16395 -0.07 0.02 -0.01 -0.61
C 4.84022 5.59825 -7.10358 -0.04 0.01 -0.03 0.40
C 3.99652 4.49316 -6.58483 -0.01 -0.01 -0.01 -0.04
C 2.67440 4.60834 -6.51702 0.00 -0.02 -0.01 -0.14
C 1.98651 5.84652 -6.95686 0.03 -0.04 0.00 0.27
O 0.78060 5.95136 -6.89105 -0.07 0.04 0.05 -0.54
C 2.82942 6.95313 -7.47830 0.02 0.01 0.01 -0.49
C 4.15269 6.83774 -7.54571 -0.02 0.01 0.00 -0.56
H 4.51404 3.59840 -6.26612 0.01 0.00 0.00 0.49
H 2.04112 3.81518 -6.13912 -0.01 0.02 0.02 0.37
H 2.30570 7.84641 -7.79427 -0.03 -0.01 0.01 0.46
H 4.78827 7.63011 -7.91991 0.03 -0.02 0.00 0.43
O 9.77122 3.24289 -2.49810 0.03 -0.01 0.01 -0.56
C 8.60326 3.49258 -2.70000 -0.01 0.00 0.00 0.26
C 8.12525 3.91669 -4.04156 -0.02 -0.01 0.02 -0.50
C 6.84244 4.19146 -4.26010 -0.01 -0.02 0.06 -0.10
C 5.83937 4.08469 -3.17356 -0.03 -0.01 0.07 0.41
O 4.66835 4.33448 -3.37524 0.03 0.00 -0.04 -0.37
C 6.31178 3.66102 -1.83083 0.00 -0.01 0.02 -0.36
C 7.59495 3.38533 -1.61194 -0.04 0.01 -0.04 -0.40
H 8.87587 3.98763 -4.81840 0.02 0.00 0.01 0.48
H 6.46614 4.50693 -5.22411 0.13 0.00 -0.01 0.20
H 5.55520 3.59167 -1.05822 -0.02 0.00 -0.02 0.47
H 7.96750 3.07332 -0.64452 0.03 0.00 -0.01 0.44
O 3.60568 -10.57120 1.37385 0.01 -0.01 -0.02 -0.52
C 4.81074 -10.55119 1.51727 0.02 0.01 0.00 0.47
C 5.65007 -9.55468 0.80735 0.03 0.01 0.00 -0.41
C 6.97033 -9.53095 0.96541 -0.03 0.01 0.00 -0.36
C 7.65715 -10.49916 1.86004 -0.01 -0.01 0.01 0.33
O 8.85897 -10.47554 2.00484 0.02 0.00 0.00 -0.54
C 6.81304 -11.49435 2.57058 -0.03 0.01 -0.01 -0.38
C 5.49265 -11.51779 2.41237 0.02 -0.02 0.01 -0.27
H 5.12681 -8.85908 0.16302 -0.03 -0.02 0.01 0.46
H 7.60492 -8.81507 0.45883 0.03 -0.01 0.02 0.41
H 7.33394 -12.18840 3.21742 0.03 0.01 0.00 0.41
H 4.85628 -12.23036 2.92210 -0.03 0.03 0.00 0.43
O -5.16915 7.30188 -8.50450 -0.01 -0.02 -0.01 -0.55
C -4.88536 8.44899 -8.23370 0.01 0.03 0.01 0.33
C -3.95266 8.77462 -7.12600 -0.03 -0.03 -0.05 -0.27
C -3.64613 10.03459 -6.83103 0.01 0.01 0.01 -0.23
C -4.22076 11.16805 -7.59673 0.00 -0.01 0.01 0.30
O -3.94091 12.31760 -7.33180 0.00 0.02 -0.01 -0.54
C -5.15495 10.84273 -8.70623 -0.01 -0.03 -0.01 -0.41
C -5.46245 9.58318 -9.00184 0.00 0.03 0.00 -0.39
H -3.54051 7.94005 -6.57603 -0.01 -0.01 0.01 0.49
H -2.96884 10.28887 -6.02581 0.00 0.00 0.01 0.46
H -5.56269 11.68500 -9.25059 0.02 0.02 0.02 0.41
H -6.13954 9.32204 -9.80527 0.00 -0.03 0.01 0.41
```
Forces are in eV/Å.